An isolated molecule of C8H14N2O2S2 in a non-equilibrium geometry. Source: OMol25; level of theory: ωB97M-V/def2-TZVPD.

Structure (ORCA input):
```
! RIJCOSX wB97M-V def2-TZVPD def2/J DEFGRID3
* xyz 0 1
O 3.03 -2.14 -0.16
O 3.48 -0.66 -2.05
N -0.72 0.72 2.02
S -1.60 2.97 0.96
C -1.76 1.29 1.48
C 0.04 2.85 1.47
C 0.32 1.61 1.97
N 2.71 0.39 0.32
C -3.09 0.66 1.37
C 0.41 0.48 -1.67
C 1.74 1.26 2.39
C 2.17 0.01 1.62
C 0.88 -0.92 -1.27
S 2.63 -0.92 -0.84
H 0.79 3.65 1.38
H 3.72 0.56 0.41
H -2.95 -0.26 0.81
H -3.56 0.45 2.34
H -3.75 1.26 0.75
H 0.65 1.26 -0.90
H 0.88 0.77 -2.61
H -0.66 0.45 -1.75
H 2.45 2.07 2.20
H 1.78 1.09 3.45
H 2.93 -0.57 2.13
H 1.29 -0.67 1.51
H 0.31 -1.27 -0.42
H 0.69 -1.59 -2.08
*
```

Calculated values
Total energy   -1369.5757 Ha
SMILES   CCS(=O)(=O)NCCc1csc(C)n1
Relative energy (zero: lowest compared OMol25 entry of this formula, charge and spin)   36.7 kcal/mol
HOMO-LUMO gap   9.658 eV


A 2-piece molecular cluster, C7H7N3 overall in a non-equilibrium geometry. Source: OMol25; level of theory: ωB97M-V/def2-TZVPD.

Structure (ORCA input):
```
! RIJCOSX wB97M-V def2-TZVPD def2/J DEFGRID3
* xyz 0 1
C -0.16 2.20 -1.67
C -0.11 1.28 -2.39
C 0.41 0.99 1.95
C -0.96 -0.37 0.89
C -1.01 -1.30 -0.09
C 0.39 -1.69 -0.47
C 1.22 -0.89 0.44
N -0.82 1.38 2.23
N -1.64 0.56 1.48
N 0.47 -0.15 1.18
H -0.42 3.15 -1.20
H 1.20 1.35 2.64
H -0.13 0.34 -2.89
H -1.80 -1.86 -0.51
H 0.55 -2.72 -0.48
H 0.42 -1.44 -1.57
H 2.38 -0.82 0.46
*
```

Calculated values
Total energy   -434.9839 Ha
Relative energy (zero: lowest compared OMol25 entry of this formula, charge and spin)   138.3 kcal/mol
HOMO-LUMO gap (alpha / beta)   7.252 / 6.771 eV


An isolated molecule of C17H22N2O4S. Source: OMol25; level of theory: ωB97M-V/def2-TZVPD.

Structure (ORCA input):
```
! RIJCOSX wB97M-V def2-TZVPD def2/J DEFGRID3
* xyz 0 1
C -6.00 -0.05 0.40
C -4.57 -0.32 0.05
C -3.75 -1.20 0.62
C -4.07 -2.12 1.76
H -5.11 -2.09 2.04
H -3.47 -1.85 2.63
H -3.81 -3.14 1.49
C -2.34 -1.24 0.11
C -1.78 0.20 0.11
C -0.35 0.19 -0.40
O -0.04 0.27 -1.57
N 0.57 -0.02 0.56
H 0.43 0.09 1.56
N 1.93 -0.02 0.22
C 2.83 0.29 1.19
O 2.48 0.43 2.35
C 4.23 0.41 0.73
C 5.09 1.22 1.40
S 6.65 1.24 0.70
C 6.16 0.11 -0.52
C 4.85 -0.25 -0.39
C 4.19 -1.25 -1.28
H 3.45 -1.82 -0.73
H 4.93 -1.93 -1.68
H 3.70 -0.76 -2.13
C 7.13 -0.35 -1.55
H 7.32 -1.42 -1.44
H 6.75 -0.17 -2.55
H 8.07 0.18 -1.43
H 4.87 1.81 2.27
H 2.07 0.11 -0.77
H -1.79 0.56 1.14
C -2.65 1.10 -0.78
C -2.81 2.48 -0.18
O -3.78 3.18 -0.28
O -1.70 2.88 0.46
H -1.82 3.79 0.79
C -4.02 0.48 -1.10
H -3.92 -0.17 -1.97
H -4.71 1.29 -1.36
H -2.11 1.25 -1.72
H -1.71 -1.87 0.75
H -2.30 -1.63 -0.91
H -6.11 1.01 0.66
H -6.34 -0.64 1.24
H -6.64 -0.25 -0.45
*
```

Calculated values
Total energy   -1469.6911 Ha
SMILES   CC1=C(C)C[C@@H](C(=O)NNC(=O)c2csc(C)c2C)[C@H](C(=O)O)C1
Relative energy (zero: lowest compared OMol25 entry of this formula, charge and spin)   26.2 kcal/mol
HOMO-LUMO gap   9.362 eV


C29H57AsBr2NO6PPdSSi3 as an isolated structure in a non-equilibrium geometry. Source: OMol25; level of theory: ωB97M-V/def2-TZVPD.

Structure (ORCA input):
```
! RIJCOSX wB97M-V def2-TZVPD def2/J DEFGRID3
* xyz 0 1
Pd 0.45 -0.34 -0.46
C -0.35 -3.83 -2.22
C -1.16 -3.47 -1.01
C -2.34 -4.21 -0.70
C -3.04 -3.92 0.43
C -2.56 -2.92 1.31
C -3.18 -2.55 2.53
Br -4.81 -3.35 3.06
C -2.61 -1.60 3.33
C -1.41 -0.98 2.97
Br -0.67 0.28 4.16
C -0.75 -1.28 1.80
O 0.42 -0.78 1.48
C -1.38 -2.25 0.94
N -0.73 -2.51 -0.23
H -0.01 -4.87 -2.15
H 0.53 -3.18 -2.28
H -0.95 -3.75 -3.13
H -2.66 -4.99 -1.37
H -3.94 -4.45 0.67
H -3.08 -1.32 4.26
C 0.23 3.74 -3.64
C -0.47 3.90 -2.30
C -1.71 4.77 -2.45
C 0.49 4.48 -1.28
O -0.87 2.56 -1.92
P -1.37 2.17 -0.42
O -2.29 3.19 0.12
O -0.18 1.73 0.39
O -2.13 0.77 -0.81
C -3.57 0.59 -0.78
C -3.80 -0.80 -1.37
C -4.28 1.64 -1.64
C -4.04 0.64 0.67
H 0.79 4.64 -3.90
H -0.49 3.54 -4.44
H 0.94 2.90 -3.59
H -1.43 5.75 -2.84
H -2.21 4.89 -1.49
H -2.40 4.31 -3.16
H 0.86 5.45 -1.62
H 1.34 3.81 -1.16
H 0.01 4.61 -0.31
H -3.47 -0.84 -2.41
H -4.86 -1.04 -1.33
H -3.25 -1.55 -0.80
H -3.93 1.60 -2.67
H -4.13 2.64 -1.24
H -5.36 1.42 -1.65
H -3.52 -0.12 1.25
H -5.11 0.45 0.72
H -3.83 1.62 1.10
C 2.80 -3.49 -0.17
Si 3.67 -2.13 0.78
C 3.18 -2.16 2.58
C 5.52 -2.41 0.66
As 2.94 -0.10 -0.19
Si 4.28 0.24 -2.12
C 4.16 2.04 -2.61
C 6.09 -0.17 -1.84
C 3.64 -0.85 -3.49
Si 3.50 1.55 1.43
C 5.27 1.23 1.97
C 2.29 1.36 2.82
C 3.34 3.28 0.78
H 3.08 -4.47 0.24
H 3.08 -3.47 -1.22
H 1.72 -3.37 -0.09
H 3.39 -3.16 2.97
H 2.12 -1.94 2.71
H 3.76 -1.45 3.17
H 5.76 -3.25 1.32
H 6.11 -1.55 0.98
H 5.83 -2.68 -0.35
H 4.85 2.65 -2.03
H 3.15 2.44 -2.49
H 4.44 2.14 -3.66
H 6.47 0.12 -0.86
H 6.67 0.37 -2.59
H 6.29 -1.24 -1.98
H 2.61 -0.61 -3.72
H 3.71 -1.91 -3.23
H 4.26 -0.68 -4.39
H 5.36 0.30 2.54
H 5.60 2.05 2.62
H 5.97 1.18 1.13
H 2.34 0.41 3.34
H 1.28 1.45 2.40
H 2.44 2.17 3.54
H 3.79 3.47 -0.19
H 3.83 3.94 1.51
H 2.29 3.56 0.74
C -0.05 -1.58 -4.87
S -0.73 -0.81 -3.40
C -1.32 0.67 -4.19
O 0.53 -0.46 -2.62
H 0.64 -0.89 -5.34
H -0.87 -1.84 -5.54
H 0.47 -2.48 -4.55
H -2.15 0.38 -4.84
H -0.51 1.13 -4.76
H -1.65 1.35 -3.41
*
```

Calculated values
Total energy   -10765.3820 Ha
Relative energy (zero: lowest compared OMol25 entry of this formula, charge and spin)   3.5 kcal/mol
HOMO-LUMO gap (alpha / beta)   7.180 / 6.638 eV


A 2-piece molecular cluster, H4NO2SSi overall in a non-equilibrium geometry. Source: OMol25; level of theory: ωB97M-V/def2-TZVPD.

Structure (ORCA input):
```
! RIJCOSX wB97M-V def2-TZVPD def2/J DEFGRID3
* xyz -1 1
N -0.08 -1.56 1.91
O 1.24 2.12 0.02
O -1.26 -2.28 -0.12
Si 0.63 1.30 -1.05
S -1.07 -1.16 0.78
H -0.25 -0.95 2.71
H -0.75 1.56 -1.45
H 1.32 1.01 -2.34
H 0.23 -0.05 -0.45
*
```

Calculated values
Total energy   -895.3104 Ha
Relative energy (zero: lowest compared OMol25 entry of this formula, charge and spin)   39.6 kcal/mol
HOMO-LUMO gap   7.727 eV


A 4-piece molecular cluster, C12H36N3O4 overall in a non-equilibrium geometry. Source: OMol25; level of theory: ωB97M-V/def2-TZVPD.

Structure (ORCA input):
```
! RIJCOSX wB97M-V def2-TZVPD def2/J DEFGRID3
* xyz 1 1
O -1.88 -0.80 1.34
H -2.41 -0.24 0.77
H -1.72 -1.66 0.94
H -0.98 -0.47 1.38
C -3.41 -0.04 -2.63
C -2.44 0.64 -1.66
C -1.97 2.01 -2.24
O -0.93 2.61 -1.48
C -0.39 3.75 -2.16
N -3.03 0.86 -0.40
H -4.27 0.62 -2.68
H -3.77 -1.03 -2.33
H -2.96 -0.18 -3.61
H -1.56 0.01 -1.55
H -2.80 2.68 -2.45
H -1.59 1.80 -3.24
H 0.25 3.62 -3.03
H 0.09 4.48 -1.51
H -1.14 4.44 -2.53
H -2.57 1.65 0.03
H -4.03 0.99 -0.39
C 2.17 0.46 2.46
C 0.94 1.32 2.71
C 1.41 2.77 2.98
O 2.37 3.13 1.96
C 2.85 4.54 2.07
N 0.12 1.10 1.51
H 2.87 0.65 3.27
H 2.75 0.56 1.54
H 2.06 -0.61 2.68
H 0.37 1.03 3.60
H 1.97 2.83 3.92
H 0.61 3.49 2.78
H 3.58 4.68 1.28
H 3.35 4.67 3.03
H 2.13 5.35 1.94
H 0.69 1.32 0.71
H -0.47 1.91 1.47
C 0.37 -5.39 0.44
C 0.34 -3.83 0.32
C 0.78 -3.16 -1.03
O 2.15 -3.49 -1.30
C 2.62 -2.98 -2.49
N -1.04 -3.42 0.64
H -0.18 -5.85 -0.38
H 0.04 -5.87 1.36
H 1.41 -5.64 0.22
H 0.96 -3.29 1.05
H 0.56 -2.09 -1.01
H 0.15 -3.61 -1.79
H 2.10 -3.44 -3.34
H 3.66 -3.28 -2.55
H 2.60 -1.89 -2.50
H -1.67 -4.12 0.27
H -1.13 -3.61 1.63
*
```

Calculated values
Total energy   -943.7134 Ha
Relative energy (zero: lowest compared OMol25 entry of this formula, charge and spin)   39.5 kcal/mol
HOMO-LUMO gap   10.258 eV